{"formula": "C4H6GdO", "method": "wB97M-V/def2-TZVPD", "symbols": ["O", "C", "C", "H", "H", "H", "Gd", "C", "C", "H", "H", "H"], "coordinates": [[0.185, -0.733, -2.104], [-0.010, 0.545, -1.825], [-0.312, 0.988, -0.474], [0.451, 1.275, -2.513], [-1.379, 0.816, -0.245], [0.001, 2.020, -0.262], [0.569, -2.722, -1.091], [0.384, -0.160, 0.836], [-0.267, -0.539, 1.943], [1.468, 0.006, 0.928], [-1.354, -0.669, 1.949], [0.263, -0.826, 2.858]], "atomic_forces_ev_per_a": [[-0.25, -0.69, 0.51], [1.32, 0.15, -0.60], [-0.34, -2.67, 2.06], [-0.18, -0.31, 0.17], [0.22, 0.36, 0.19], [-0.13, -0.44, 0.15], [-0.28, 1.16, -0.29], [0.06, 3.04, -1.07], [-0.29, -0.55, -0.69], [-0.26, -0.32, -0.16], [0.25, 0.34, 0.10], [-0.12, -0.08, -0.38]], "multiplicity": 9, "homo_lumo_gap_ev": [5.1456, 4.9490], "largest_force_ha_per_bohr": 0.0659, "s2": 21.028, "energy_ev": -27121.4699, "homo_energy_ev": [-4.8728, -5.4342]}

{"formula": "C4H6IN", "method": "wB97M-V/def2-TZVPD", "symbols": ["C", "C", "C", "C", "N", "I", "H", "H", "H", "H", "H", "H"], "coordinates": [[0.506, -1.304, -0.086], [-1.145, 0.962, 0.465], [-0.470, -0.652, -0.958], [0.740, 0.131, -0.508], [0.262, 1.195, 0.307], [1.333, 1.552, 2.087], [0.267, -1.548, 0.938], [1.177, -2.014, -0.550], [-1.755, 1.677, -0.062], [-1.552, 0.494, 1.347], [-0.974, -0.857, -1.872], [1.610, 0.364, -1.109]], "atomic_forces_ev_per_a": [[0.00, -0.02, 0.29], [0.87, -2.91, -2.60], [-1.17, 2.98, 2.66], [0.41, -0.32, -0.19], [0.47, 0.56, 0.57], [-0.32, -0.18, -0.52], [-0.09, -0.05, 0.17], [0.11, -0.01, -0.17], [-0.28, 0.13, 0.08], [0.04, 0.00, 0.26], [-0.06, -0.07, -0.47], [0.02, -0.11, -0.09]], "homo_lumo_gap_ev": 8.1624, "largest_force_ha_per_bohr": 0.0809, "energy_ev": -13830.8479, "homo_energy_ev": -8.1847, "e_above_lowest_ev": 4.3104}

{"formula": "C4H6IN2O", "method": "wB97M-V/def2-TZVPD", "symbols": ["C", "C", "C", "C", "N", "N", "O", "I", "H", "H", "H", "H", "H", "H"], "coordinates": [[1.063, 0.977, 0.458], [-0.355, 1.235, -0.084], [1.421, -0.237, 0.775], [-1.195, 0.037, -0.627], [-0.659, -1.121, -0.580], [1.744, -1.383, 1.185], [-2.350, 0.351, -1.234], [-1.253, -2.668, -1.679], [1.697, 1.877, 0.310], [-0.398, 1.909, -0.888], [-0.960, 1.547, 0.768], [1.668, -1.635, 2.169], [1.971, -2.235, 0.535], [-2.394, 1.345, -1.109]], "atomic_forces_ev_per_a": [[-0.61, -0.36, -1.48], [-1.32, -2.34, 1.62], [-0.30, 0.70, -0.38], [1.76, -1.67, -0.26], [0.25, 1.79, 0.45], [0.60, -1.89, -1.04], [0.81, 2.09, 0.81], [-0.55, -0.49, -0.22], [0.08, -1.11, 0.65], [0.52, 1.47, -0.71], [0.06, 0.80, 0.01], [-0.05, 0.17, -0.01], [-0.46, 2.33, 1.20], [-0.78, -1.49, -0.61]], "homo_lumo_gap_ev": 7.8478, "largest_force_ha_per_bohr": 0.0609, "smiles": "[NH2+]=C=CC/C(O)=N/I", "total_charge": 1, "energy_ev": -17363.9183, "homo_energy_ev": -12.4297, "e_above_lowest_ev": 1.7704}